*A*
Computed, not measured: a cluster of 2 separate species, C2H10NS in total, with ωB97M-V/def2-TZVPD.

```
14
Properties=species:S:1:pos:R:3
N 2.07983 0.96513 -0.69679
H 2.69319 0.15226 -0.76976
H 2.73097 1.74791 -0.61014
H 1.53124 1.03043 -1.55025
H 1.48111 0.82464 0.17948
C -0.70865 -1.65311 1.06411
S -0.40794 0.13218 0.99305
C -1.56967 0.61452 -0.29527
H -1.59426 -1.80524 1.66846
H 0.12710 -2.18838 1.50000
H -0.88039 -2.05759 0.06192
H -1.52414 1.69487 -0.31635
H -1.38466 0.15270 -1.26231
H -2.57373 0.38967 0.03384
```

Output
- orbital gap (eV) = 9.108
- total charge = +1
- LUMO level (eV) = -3.88

Taken from the Löwdin analysis, the atomic charges in e are: N 0.26; H 0.15; H 0.15; H 0.14; H 0.03; C -0.37; S 0.78; C -0.39; H 0.04; H 0.04; H 0.05; H 0.03; H 0.05; H 0.04

*B*
Computed, not measured: a cluster of 2 separate species, C2H10NS in total, with ωB97M-V/def2-TZVPD.

```
14
Properties=species:S:1:pos:R:3
N 0.81163 -0.23842 -2.13726
H 0.35871 -1.18500 -2.32369
H 1.81845 -0.28466 -1.82938
H 0.24743 0.16650 -1.40442
H 0.66631 0.34865 -3.00990
C 0.50897 0.20408 1.41844
C -0.91519 -0.35939 1.49866
S -1.69773 0.32138 -0.09267
H 0.96026 -0.01278 0.43852
H 0.58432 1.25430 1.57187
H 1.23383 -0.27434 2.14123
H -1.54612 0.02263 2.33309
H -1.02163 -1.50880 1.35758
H -2.00922 1.54584 0.03793
```

Output
- orbital gap (eV) = 9.248
- total charge = +1
- LUMO level (eV) = -4.02

Taken from the Löwdin analysis, the atomic charges in e are: N 0.26; H 0.18; H 0.17; H -0.02; H 0.18; C -0.21; C -0.46; S 0.72; H 0.02; H 0.06; H 0.10; H 0.08; H 0.11; H -0.18

*C*
Computed, not measured: a cluster of 2 separate species, C2H10NS in total, with ωB97M-V/def2-TZVPD.

```
14
Properties=species:S:1:pos:R:3
C 0.15617 -0.77888 0.94925
N -0.67561 -0.23762 -0.16967
C -1.83036 0.57810 0.32730
H 0.93444 -1.42550 0.56787
H 0.54113 0.06892 1.50993
H -0.50831 -1.32360 1.61727
H -1.03410 -1.00776 -0.74291
H -0.08305 0.28584 -0.83716
H -2.32292 -0.02187 1.08504
H -2.51898 0.81790 -0.47671
H -1.42735 1.49669 0.74340
S 2.36560 0.75348 -1.48809
H 3.58157 1.30093 -1.49278
H 2.82176 -0.50664 -1.59275
```

Output
- orbital gap (eV) = 10.231
- total charge = +1
- LUMO level (eV) = -3.44

Taken from the Löwdin analysis, the atomic charges in e are: C -0.02; N -0.06; C 0.01; H 0.10; H 0.11; H 0.11; H 0.18; H 0.09; H 0.11; H 0.11; H 0.11; S 0.53; H -0.18; H -0.19

Which is most stable, and by how much? *A*, by 3.7 kcal/mol.

*A*
Computed, not measured: a cluster of 2 separate species, C3H9N2O2 in total, with ωB97M-V/def2-TZVPD.

```
16
Properties=species:S:1:pos:R:3
O -0.19725 0.57716 -3.68298
C -0.90893 0.33520 -2.73934
C -0.46003 0.11937 -1.32542
N -1.55388 -0.33210 -0.48134
H -2.00715 0.27074 -2.87247
H 0.31460 -0.64863 -1.31202
H 0.04890 1.01366 -0.94555
H -1.11069 -0.78522 0.33789
H -2.09064 0.46171 -0.15782
N 1.79790 0.40475 1.48880
C 0.59254 -0.31719 2.03512
O 0.27609 -1.37665 1.28944
H 2.41656 0.68827 2.24200
H 2.29160 -0.28833 0.93857
H 0.81029 -0.56726 3.10802
H -0.21988 0.44453 2.07708
```

Output
- orbital gap (eV) = 7.058
- total charge = -1
- LUMO level (eV) = 3.93

Taken from the Löwdin analysis, the atomic charges in e are: O 0.00; C -0.29; C -0.27; N -0.02; H 0.10; H 0.12; H 0.11; H 0.01; H 0.05; N -0.04; C -0.60; O -0.34; H 0.01; H 0.03; H 0.07; H 0.06

*B*
Computed, not measured: a cluster of 2 separate species, C3H9N2O2 in total, with ωB97M-V/def2-TZVPD.

```
16
Properties=species:S:1:pos:R:3
N 1.01376 1.90829 -1.69502
C 0.71998 0.93407 -0.69758
O 0.00402 1.33958 0.23619
O 1.21616 -0.19885 -0.84056
H 0.62993 2.81478 -1.56774
H 1.65250 1.75949 -2.43802
C -1.79439 -1.27568 0.07545
C -1.17340 -1.04627 1.43601
N 0.25314 -1.52612 1.39229
H -1.50048 -2.28421 -0.26121
H -2.89109 -1.23787 0.12467
H -1.40963 -0.57658 -0.68018
H -1.34548 0.02143 1.63860
H -1.72319 -1.58858 2.22112
H 0.73182 -0.92643 0.69520
H 0.71269 -1.45584 2.33830
```

Output
- orbital gap (eV) = 8.738
- total charge = -1
- LUMO level (eV) = 4.40

Taken from the Löwdin analysis, the atomic charges in e are: N 0.09; C -0.85; O -0.08; O -0.09; H 0.04; H 0.04; C -0.14; C -0.38; N -0.03; H 0.06; H 0.05; H 0.06; H 0.07; H 0.08; H 0.00; H 0.06

Which is most stable, and by how much? *B*, by 52.1 kcal/mol.

*A*
Computed, not measured: a cluster of 2 separate species, C11H12N2O in total, with ωB97M-V/def2-TZVPD.

```
26
Properties=species:S:1:pos:R:3
C 1.88166 -0.36031 1.65622
C -2.96847 -1.12206 0.06274
C -2.11296 -1.57156 1.12770
C -2.34421 -0.38786 -0.95338
C -0.79739 -1.08113 1.20329
C -1.06951 0.04751 -0.86846
C -0.22828 -0.22911 0.26008
C 2.21661 -1.53050 -0.75533
C 0.98264 2.46372 0.26914
C 1.75160 1.22701 -0.32656
C 1.25070 0.02344 0.36413
N 2.59551 -0.66594 2.47389
N 1.81811 -2.69962 -0.26808
O 2.66243 -1.11989 -1.76864
H -3.93478 -1.33395 -0.24011
H -2.51625 -2.17211 1.88782
H -2.90163 0.01741 -1.75658
H -0.10393 -1.44690 1.92712
H -0.91070 0.73678 -1.60675
H 1.41648 3.26766 -0.26340
H -0.11529 2.43776 0.05727
H 1.23706 2.52909 1.35324
H 2.88318 1.37808 -0.26620
H 1.44880 1.25452 -1.45626
H 1.39011 -2.65304 0.64628
H 2.16402 -3.60180 -0.49044
```

Output
- orbital gap (eV) = 8.290
- LUMO level (eV) = 0.07

Taken from the Löwdin analysis, the atomic charges in e are: C -0.24; C -0.04; C -0.03; C -0.10; C -0.06; C -0.04; C -0.17; C -0.34; C -0.08; C -0.23; C -0.26; N 0.17; N 0.19; O 0.11; H 0.07; H 0.08; H 0.10; H 0.09; H 0.08; H 0.05; H 0.08; H 0.09; H 0.14; H 0.14; H 0.09; H 0.11

*B*
Computed, not measured: the molecule C11H12N2O, with ωB97M-V/def2-TZVPD.

```
26
Properties=species:S:1:pos:R:3
C -0.34020 0.33514 -3.05203
N -0.12261 0.53172 -1.59307
C -1.12772 1.17578 -0.85683
O -1.99005 1.89143 -1.32217
N -1.05829 1.02447 0.46886
C -2.09407 1.59289 1.37563
C -0.29059 0.13408 1.23752
C -0.21948 -1.07367 1.84102
C 1.29440 -1.08668 1.81273
C 1.83284 -1.62295 0.33693
C 0.74921 -1.76114 -0.68617
C 0.74421 -0.45839 -1.05311
C 1.87767 -0.11633 -0.08666
C 1.21243 0.31602 1.27637
H -0.15290 -0.77380 -3.23605
H -1.47302 0.52218 -3.11751
H 0.31897 0.94585 -3.54992
H -2.41578 2.37812 0.82574
H -3.07567 0.95255 1.52248
H -1.81227 1.83161 2.37094
H -1.09528 -1.76488 2.10816
H 1.94602 -1.58583 2.56875
H 2.72551 -2.22353 0.60925
H 0.06925 -2.46539 -1.07813
H 2.81844 0.21944 -0.43886
H 1.67897 1.08133 1.71612
```

Output
- orbital gap (eV) = 9.566
- LUMO level (eV) = 0.91
- SMILES = CN1C(=O)N(C)C2=C[C@H]3[C@H]4C=C1[C@H]4[C@@H]23

Taken from the Löwdin analysis, the atomic charges in e are: C 0.00; N -0.02; C -0.49; O 0.07; N 0.01; C 0.00; C -0.20; C 0.04; C -0.15; C -0.13; C 0.02; C -0.18; C -0.10; C -0.13; H 0.11; H 0.12; H 0.05; H 0.03; H 0.13; H 0.08; H 0.13; H 0.14; H 0.14; H 0.10; H 0.13; H 0.10

Which is most stable, and by how much? *A*, by 77.1 kcal/mol.

*A*
Computed, not measured: a structure of composition C4H4O2S, with ωB97M-V/def2-TZVPD.

```
11
Properties=species:S:1:pos:R:3
C 1.41017 -0.49347 0.66815
C -0.12551 -0.31540 0.13576
C -1.12590 0.57874 0.47301
C -1.91721 0.67217 -0.86260
H 1.52792 -0.27221 1.84214
H -0.06547 -0.75325 -0.97308
H -0.94941 1.49284 1.10486
H -1.65358 -0.57429 -1.28354
O -1.28425 -0.77566 0.95086
O -2.82432 1.58697 -1.12489
S 2.78499 -0.56473 -0.11150
```

Output
- orbital gap (eV) = 8.463
- LUMO level (eV) = -0.97

Taken from the Löwdin analysis, the atomic charges in e are: C -0.64; C -0.34; C -0.27; C -0.09; H 0.09; H 0.14; H 0.18; H 0.20; O 0.02; O -0.01; S 0.72

*B*
Computed, not measured: the molecule C4H4O2S, with ωB97M-V/def2-TZVPD.

```
11
Properties=species:S:1:pos:R:3
O -0.61018 -1.11729 -1.07299
C -1.32150 -0.50189 -0.32278
C -1.05597 0.78845 0.25501
C 0.15113 1.35469 0.21255
S 1.51341 0.71834 -0.71112
C 1.66680 -0.92332 -0.08344
O 1.24485 -1.19448 1.00226
H -2.23476 -1.04513 -0.01066
H -1.84483 1.32622 0.74030
H 0.40130 2.25052 0.79672
H 2.08976 -1.65611 -0.80585
```

Output
- orbital gap (eV) = 8.593
- LUMO level (eV) = -0.59
- SMILES = O=C/C=C\SC=O

Taken from the Löwdin analysis, the atomic charges in e are: O 0.01; C -0.28; C -0.12; C -0.37; S 0.95; C -0.59; O -0.01; H 0.13; H 0.10; H 0.08; H 0.10

Which is most stable, and by how much? *B*, by 85.5 kcal/mol.

*A*
Computed, not measured: the molecule C4H4O2S, with ωB97M-V/def2-TZVPD.

```
11
Properties=species:S:1:pos:R:3
O -0.51879 -1.71506 0.13806
C -0.38835 -1.19118 -0.95868
C 0.52702 -0.06878 -1.15223
C 1.21843 0.57465 -0.17034
S 0.91701 0.46313 1.50436
C -0.86255 0.69975 1.68010
O -1.64371 0.70654 0.72347
H -0.91740 -1.58574 -1.86625
H 0.76535 0.13465 -2.19196
H 2.14004 1.24358 -0.41157
H -1.23705 0.73846 2.70503
```

Output
- orbital gap (eV) = 8.711
- LUMO level (eV) = -0.53
- SMILES = O=C/C=C\SC=O

Taken from the Löwdin analysis, the atomic charges in e are: O 0.00; C -0.27; C -0.13; C -0.44; S 0.95; C -0.49; O -0.04; H 0.13; H 0.10; H 0.11; H 0.09

*B*
Computed, not measured: the molecule C4H4O2S, with ωB97M-V/def2-TZVPD.

```
11
Properties=species:S:1:pos:R:3
C 0.93285 -0.36068 1.25363
C 0.18011 -0.10423 0.20747
C 1.01994 -0.19740 -1.01786
O 2.18988 -0.44045 -0.85605
C -1.37882 0.01601 0.40060
O -2.05642 -0.28308 1.44387
S -2.38674 0.74590 -0.91196
H 2.04913 -0.21063 1.09098
H 0.46690 -0.68151 2.12791
H 0.42549 0.20796 -2.08841
H -1.44232 1.30811 -1.65017
```

Output
- orbital gap (eV) = 9.468
- LUMO level (eV) = -0.85
- SMILES = C=C(C=O)C(=O)S

Taken from the Löwdin analysis, the atomic charges in e are: C 0.13; C -0.23; C -0.24; O 0.02; C -0.64; O -0.06; S 0.83; H 0.12; H 0.07; H 0.16; H -0.17

*C*
Computed, not measured: the molecule C4H4O2S, with ωB97M-V/def2-TZVPD.

```
11
Properties=species:S:1:pos:R:3
C -1.74941 -0.49437 -0.00504
C -0.55426 0.41415 0.00096
O -0.60719 1.62453 -0.00515
C 0.82128 -0.27939 -0.00395
O 0.88067 -1.48421 -0.00282
C 2.02603 0.63566 -0.00033
S 3.52448 0.08733 -0.00357
H -1.71576 -1.14090 0.89156
H -1.74376 -1.15898 -0.87227
H -2.67616 0.09407 -0.00729
H 1.79408 1.70212 0.00789
```

Output
- orbital gap (eV) = 7.389
- LUMO level (eV) = -1.80
- SMILES = CC(=O)C(=O)C=S

Taken from the Löwdin analysis, the atomic charges in e are: C -0.01; C -0.37; O 0.10; C -0.39; O 0.11; C -0.58; S 0.79; H 0.10; H 0.09; H 0.09; H 0.06

Which is most stable, and by how much? *C*, by 9.3 kcal/mol.

*A*
Computed, not measured: the molecule C7H6O4, with ωB97M-V/def2-TZVPD.

```
17
Properties=species:S:1:pos:R:3
O 2.14993 -0.21248 2.26831
C 1.73856 -0.76629 1.22931
C 0.70484 -0.26803 0.37443
C 0.44072 -0.81387 -0.85265
O 1.24064 -1.84383 -1.35421
C -0.58031 -0.41926 -1.61851
C -1.53047 0.56813 -1.16735
O -2.61308 0.85170 -1.89653
C -1.29785 1.13273 0.16766
C -0.15116 0.65051 0.78378
O 0.00811 1.21283 2.06648
H 1.87245 -1.82712 1.22712
H 0.95501 -1.94352 -2.21137
H -0.73219 -0.98233 -2.58249
H -3.11632 1.54848 -1.45439
H -2.26981 1.84949 0.42248
H 1.06000 0.78576 2.42621
```

Output
- orbital gap (eV) = 8.742
- LUMO level (eV) = -0.16
- SMILES = O=Cc1c(O)cc(O)cc1O

Taken from the Löwdin analysis, the atomic charges in e are: O 0.04; C -0.11; C -0.13; C -0.26; O 0.09; C 0.03; C -0.27; O 0.08; C 0.07; C -0.29; O -0.04; H 0.14; H 0.05; H 0.15; H 0.11; H 0.18; H 0.16

*B*
Computed, not measured: the molecule C7H6O4, with ωB97M-V/def2-TZVPD.

```
17
Properties=species:S:1:pos:R:3
O 2.25855 -1.76478 -0.45594
C 1.18703 -1.78094 0.05244
O 0.77194 -2.83091 0.61406
C 0.11699 -0.72710 -0.03262
C -1.09713 -0.83277 0.53984
C -2.04055 0.25040 0.43929
C -1.64461 1.49504 0.02193
C -0.31065 1.63308 -0.46862
O 0.12971 2.81602 -0.83993
C 0.60781 0.56226 -0.30246
O 1.92855 0.94008 -0.32083
H 1.64103 -3.34645 0.51111
H -1.64975 -1.75579 0.78361
H -3.05689 0.13516 0.74669
H -2.36765 2.30768 0.09602
H 1.04965 2.71337 -0.85679
H 2.47599 0.18563 -0.52780
```

Output
- orbital gap (eV) = 8.798
- LUMO level (eV) = 0.50
- SMILES = O=C(O)c1cccc(O)c1O

Taken from the Löwdin analysis, the atomic charges in e are: O 0.12; C -0.57; O 0.17; C -0.09; C -0.03; C -0.08; C 0.01; C -0.25; O 0.12; C -0.17; O 0.08; H 0.19; H 0.13; H 0.09; H 0.12; H 0.07; H 0.09

Which is most stable, and by how much? *B*, by 40.7 kcal/mol.